[1]
{
  "formula": "BrH18O9",
  "method": "ωB97M-V with the def2-TZVPD basis set",
  "relative_energy_kj_mol": 1722.5,
  "multiplicity": 1,
  "lumo_ev": 3.25,
  "total_charge": -1,
  "homo_energy_ev": -6.09,
  "gap_ev": 9.3,
  "symbols": ["Br", "O", "H", "H", "O", "H", "H", "O", "H", "H", "O", "H", "H", "O", "H", "H", "O", "H", "H", "O", "H", "H", "O", "H", "H", "O", "H", "H"],
  "positions_angstrom": [[-0.177, 0.274, -0.129], [-1.638, -0.800, -1.996], [-1.263, -0.156, -1.395], [-1.728, -1.594, -1.470], [-1.001, 0.376, 2.202], [-0.596, 0.595, 1.362], [-0.488, 0.861, 2.849], [-1.542, -1.628, 0.915], [-1.038, -0.839, 0.721], [-1.381, -1.794, 1.843], [0.339, -2.254, -0.564], [0.241, -1.373, -0.202], [1.178, -2.562, -0.222], [1.741, 1.689, 0.124], [0.970, 1.123, 0.115], [2.436, 1.154, -0.260], [0.251, 2.700, 0.983], [-0.484, 3.192, 0.616], [0.077, 1.791, 0.738], [-1.057, 1.868, -1.648], [-0.549, 1.587, -0.887], [-1.071, 1.103, -2.223], [1.102, -0.908, -2.190], [0.405, -0.923, -1.535], [1.843, -1.336, -1.762], [1.530, -0.669, 1.363], [0.965, -1.179, 1.944], [0.933, -0.300, 0.711]]
}

[2]
{
  "formula": "BrH2NO2P",
  "method": "ωB97M-V with the def2-TZVPD basis set",
  "relative_energy_kj_mol": 54.5,
  "multiplicity": 1,
  "lumo_ev": 3.40,
  "total_charge": -1,
  "homo_energy_ev": -4.22,
  "gap_ev": 7.6,
  "symbols": ["N", "O", "O", "P", "Br", "H", "H"],
  "positions_angstrom": [[0.014, -0.637, -0.231], [-0.634, 1.904, -0.513], [-2.145, 0.367, 0.958], [-0.977, 0.628, 0.133], [2.953, -0.405, 0.029], [-0.051, -1.428, 0.434], [0.840, -0.428, -0.810]]
}

Max |F| readings, ordered: 8.22; 2.96 eV/A
M readings, ordered: 242.04; 158.90 u